{"formula": "C20H40AgN4O26S3", "method": "ωB97M-V with the def2-TZVPD basis set", "symbols": ["Ag", "O", "C", "C", "O", "H", "H", "H", "H", "C", "N", "O", "O", "H", "H", "H", "C", "N", "O", "O", "H", "H", "H", "C", "N", "O", "O", "H", "H", "H", "C", "N", "O", "O", "H", "H", "H", "O", "C", "O", "C", "C", "C", "H", "H", "H", "H", "H", "H", "O", "C", "O", "C", "C", "C", "H", "H", "H", "H", "H", "H", "C", "C", "O", "S", "O", "O", "O", "H", "H", "H", "H", "C", "C", "O", "S", "O", "O", "O", "H", "H", "H", "H", "C", "C", "O", "S", "O", "O", "O", "H", "H", "H", "H"], "xyz": [[-1.56273, 15.04904, 22.09880], [-3.47328, 14.33211, 20.96935], [-4.19375, 13.85646, 22.12097], [-4.18617, 14.63007, 23.50647], [-2.90848, 14.93553, 24.04434], [-3.84734, 12.83100, 22.24958], [-5.19789, 13.73835, 21.71373], [-4.90213, 14.14383, 24.16911], [-4.74758, 15.56007, 23.41687], [-5.74420, 14.87543, 27.30481], [-6.40929, 14.26433, 28.50562], [-7.63788, 14.36247, 28.57606], [-5.72988, 13.71284, 29.37652], [-6.31246, 14.46834, 26.46848], [-4.73984, 14.46353, 27.20635], [-5.69175, 15.95540, 27.44276], [-4.19181, 9.75006, 22.61332], [-5.49009, 9.81161, 23.41905], [-5.67697, 10.78021, 24.16417], [-6.14705, 8.85538, 23.36814], [-4.51213, 10.17760, 21.66321], [-3.85625, 8.72969, 22.42801], [-3.47505, 10.34233, 23.18214], [-0.47801, 13.98928, 26.07005], [-0.68877, 13.78550, 27.55127], [0.02652, 12.93323, 28.13229], [-1.65457, 14.34573, 28.06926], [-1.19515, 13.53779, 25.38452], [0.54343, 13.71941, 25.80188], [-0.40020, 15.05134, 25.83751], [-6.42820, 16.96795, 20.96089], [-6.55871, 17.94962, 22.02814], [-5.60407, 18.69424, 22.35864], [-7.57963, 17.82461, 22.67289], [-6.37421, 17.38254, 19.95427], [-7.20127, 16.19998, 20.93474], [-5.51432, 16.40968, 21.16398], [-10.32071, 11.27195, 19.07220], [-9.22769, 11.12189, 19.55788], [-8.35808, 12.10743, 19.81981], [-7.09219, 11.64491, 20.37080], [-7.40280, 10.17885, 20.62334], [-8.56624, 9.80963, 19.68012], [-6.77123, 12.19745, 21.25385], [-6.34336, 11.74968, 19.58569], [-7.64839, 9.99383, 21.66907], [-6.46833, 9.63829, 20.47278], [-9.27501, 9.12098, 20.14002], [-8.23793, 9.42949, 18.71275], [-2.19683, 11.20453, 25.56273], [-3.19133, 11.02070, 26.23605], [-3.54835, 9.78422, 26.43219], [-4.68238, 9.72345, 27.32048], [-5.25802, 11.12974, 27.43247], [-4.12902, 12.02179, 26.87474], [-4.48656, 9.38184, 28.33688], [-5.38991, 9.05676, 26.82751], [-5.26809, 11.38294, 28.49261], [-6.20070, 11.12749, 26.88523], [-3.63106, 12.53939, 27.69463], [-4.40384, 12.58038, 25.98000], [-3.42897, 18.13414, 25.06432], [-4.77568, 18.50728, 25.66219], [-4.54908, 19.75734, 26.37495], [-3.35028, 20.70018, 25.72041], [-2.63579, 21.51452, 26.71721], [-3.80549, 21.31429, 24.46601], [-2.52470, 19.25154, 25.33722], [-3.52116, 17.93832, 23.99603], [-3.06569, 17.23788, 25.56713], [-5.12592, 17.83311, 26.44381], [-5.53621, 18.63515, 24.89191], [-4.72818, 15.52548, 17.96616], [-3.59237, 16.48025, 17.98795], [-3.91163, 17.45184, 17.01640], [-5.55276, 17.79127, 16.90377], [-6.00442, 17.97083, 15.50424], [-5.90927, 18.76583, 17.95419], [-5.85301, 16.24688, 17.40873], [-4.91927, 15.25698, 19.00515], [-4.48968, 14.70775, 17.28605], [-2.59785, 16.04575, 17.88679], [-3.56840, 16.99555, 18.94817], [-4.05408, 11.09137, 18.06219], [-3.02072, 10.93034, 19.14497], [-2.97429, 9.53373, 19.37531], [-4.15896, 8.57824, 18.67530], [-4.99064, 7.86636, 19.66615], [-3.68846, 7.83110, 17.48275], [-4.91692, 9.94433, 18.14399], [-3.64144, 11.03760, 17.05474], [-4.55174, 12.06102, 18.07699], [-3.26736, 11.39382, 20.10020], [-1.98479, 11.14401, 18.88170]], "e_homo_ev": [-10.09, -10.03], "molar_mass_g_mol": 956.6, "s2": 0.756, "multiplicity": 2, "homo_lumo_gap_ev": [7.70, 5.95], "fmax_ev_per_a": 4.31, "lumo_ev": [-2.39, -4.08], "total_charge": 0}